# 1
DFT (ωB97M-V/def2-TZVPD) results for C25H45F3P2Sc as an isolated structure in a non-equilibrium geometry.

Properties
Energy above the lowest of the compared OMol25 structures with the same formula, charge and spin in kJ/mol: 0.00
HOMO-LUMO gap (spin up / spin down) in eV: 6.38 / 6.38
HOMO energy (spin up / spin down) in eV: -10.317 / -10.317
Molecular weight in g mol⁻¹: 509.5
LUMO energy (spin up / spin down) in eV: -3.94 / -3.94
Net charge: +1

Last column: Löwdin charge in e.
Atoms and positions in Å:
Sc -0.20493 -0.68533 -0.13529  0.800
C 0.59765 -0.94655 2.18662  -0.285
C 1.08931 -1.99161 1.34151  -0.299
C 2.17733 -0.01181 0.76419  -0.267
C 1.32497 0.25070 1.86762  -0.249
C 2.02970 -1.38812 0.41448  -0.285
C -0.23469 -1.07334 3.41817  -0.030
H -1.06492 -1.77183 3.27414  0.072
H -0.65773 -0.09847 3.70480  0.059
H 0.35382 -1.42688 4.28177  0.107
C 1.64676 1.30489 2.86994  -0.020
H 0.86187 1.42212 3.62675  0.078
H 1.82401 2.30163 2.42266  0.086
H 2.59323 1.02776 3.38784  0.116
C 3.42244 0.76523 0.52424  -0.027
H 4.24659 0.33434 1.12104  0.113
H 3.31712 1.80388 0.83980  0.078
H 3.72538 0.76456 -0.52731  0.082
C 2.89697 -2.11777 -0.55549  -0.023
H 3.61395 -2.79366 -0.04863  0.109
H 3.48771 -1.40379 -1.15941  0.081
H 2.29344 -2.73185 -1.24711  0.050
C 0.82246 -3.44689 1.47324  -0.023
H 1.52792 -3.99258 2.13011  0.110
H 0.90552 -3.92431 0.49448  0.048
H -0.19293 -3.63243 1.86306  0.084
C -2.19746 -1.55105 -1.24904  -0.170
C -1.90161 -2.35511 -0.17544  -0.161
C -2.16374 -3.85421 -0.29377  -0.139
C -1.06952 -4.66509 -1.01837  -0.170
C -0.06242 -3.83894 -1.75192  -0.111
C -0.43103 -3.16291 -2.84410  -0.107
C -1.85422 -3.13524 -3.29996  -0.161
C -2.79583 -2.20002 -2.48501  -0.163
H -3.11812 -4.06723 -0.80057  0.118
H -1.58157 -5.36585 -1.69703  0.125
H -2.31006 -4.28317 0.71048  0.123
H -3.67098 -2.81416 -2.23918  0.121
H -2.42957 -0.47599 -1.17138  0.079
H -1.87931 -2.00618 0.87831  0.101
H -3.19620 -1.44709 -3.16869  0.109
H -1.89082 -2.85468 -4.36590  0.124
H 0.28150 -2.79123 -3.58060  0.092
H -2.29758 -4.14612 -3.29684  0.121
H -0.57797 -5.31815 -0.29259  0.112
H 0.98523 -3.98931 -1.50113  0.092
P -2.29330 1.05415 1.04459  0.823
C -2.24842 2.15383 2.50257  -0.245
H -3.28369 2.45767 2.71200  0.055
H -1.64414 3.04586 2.31131  0.050
H -1.83266 1.63650 3.37266  0.035
C -3.34014 2.13344 0.00992  -0.249
H -4.14467 2.52643 0.64699  0.056
H -3.77262 1.56788 -0.82028  0.044
H -2.75732 2.96401 -0.39939  0.042
C -3.60949 -0.05444 1.69984  -0.272
H -3.91114 -0.78041 0.93436  0.032
H -4.46691 0.57146 1.99333  0.055
H -3.23366 -0.61045 2.57344  0.045
P 0.51230 0.50404 -2.69748  0.835
C 1.67062 -0.59663 -3.59001  -0.269
H 1.53422 -0.43472 -4.67325  0.062
H 1.49000 -1.64626 -3.33401  -0.005
H 2.70805 -0.37028 -3.30353  0.055
C -1.03099 0.35422 -3.64310  -0.254
H -1.39382 -0.67828 -3.63700  0.003
H -0.84513 0.68092 -4.67130  0.062
H -1.80752 0.99392 -3.19803  0.060
C 1.13609 2.02765 -3.49302  -0.249
H 1.18201 1.83266 -4.57385  0.056
H 2.14211 2.26897 -3.13101  0.056
H 0.47534 2.87915 -3.30300  0.051
F 1.49215 2.43193 -0.68577  -0.030
C 0.18480 2.19566 -0.30031  -0.543
F 0.10615 2.79378 0.93781  -0.031
F -0.58333 3.00787 -1.11550  -0.028



# 2
DFT (ωB97M-V/def2-TZVPD) results for a 7-piece molecular cluster, CH17NO7 overall in a non-equilibrium geometry.

Properties
Energy above the lowest of the compared OMol25 structures with the same formula, charge and spin in kJ/mol: 12.12
HOMO-LUMO gap in eV: 9.47
HOMO energy in eV: -9.783
Structure (SMILES): NCO.O.O.O.O.O.O
Molecular weight in g mol⁻¹: 155.1
LUMO energy in eV: -0.31
Net charge: 0

Last column: Löwdin charge in e.
Atoms and positions in Å:
N -0.93877 1.12450 2.26410  0.047
C -1.66284 1.56841 1.10371  -0.324
O -1.27018 0.91931 -0.09528  -0.130
H -1.30501 0.40841 2.82979  0.056
H 0.03764 1.00470 2.07203  0.035
H -2.65429 1.12797 1.07145  0.114
H -1.75842 2.68663 0.90770  0.136
H -0.28105 0.85256 -0.02598  0.055
H -1.60239 0.50296 -3.15876  0.018
H -1.30718 1.18990 -1.83947  -0.036
O -1.36244 1.35643 -2.78514  -0.066
H 1.64016 2.41506 -1.08355  0.027
H 1.91549 3.65647 -0.21374  0.047
O 2.30159 3.11605 -0.91926  -0.063
H 1.72739 -2.42297 -0.51176  0.090
H 2.97446 -2.00648 0.17897  0.070
O 2.07085 -2.28147 0.39354  -0.065
H 0.13017 -2.87111 1.22290  0.025
H 1.11213 -4.05231 1.39057  0.026
O 0.18513 -3.84552 1.21025  -0.079
H -2.60325 -2.08491 -1.62185  0.033
H -1.29469 -1.33007 -1.77696  -0.009
O -1.80049 -2.04930 -2.12199  -0.028
H 2.40841 0.83315 0.22222  0.071
H 1.81670 -0.36964 0.74061  0.033
O 1.52089 0.55130 0.54591  -0.081



# 3
DFT (ωB97M-V/def2-TZVPD) results for a 11-piece molecular cluster, C29H57F3O17 overall in a non-equilibrium geometry.

Properties
HOMO-LUMO gap in eV: 9.32
HOMO energy in eV: -9.246
Structure (SMILES): O=C1OC[C@@H](F)O1.O=C1OC[C@@H](F)O1.O=C1OC[C@@H](F)O1.C1CCOC1.C1CCOC1.C1CCOC1.C1CCOC1.CO.CO.CO.CO
Molecular weight in g mol⁻¹: 734.8
LUMO energy in eV: 0.08
Net charge: 0

Last column: Löwdin charge in e.
Atoms and positions in Å:
C 16.13729 6.23187 -33.95136  -0.041
C 17.61383 5.86693 -33.74233  -0.311
O 17.49522 4.68601 -33.00970  0.133
C 16.38707 4.67407 -32.27562  -0.536
O 16.16930 3.99335 -31.33303  0.175
O 15.54931 5.67334 -32.76808  0.043
F 18.23985 6.83380 -33.02893  0.082
H 15.82497 5.66495 -34.82790  0.142
H 16.08515 7.31538 -33.97748  0.144
H 18.17760 5.55650 -34.62235  0.172
C 12.47943 3.76611 -31.91949  -0.052
C 12.02425 3.72712 -30.47701  -0.323
O 10.74424 3.23232 -30.47393  0.148
C 10.23921 3.30685 -31.74335  -0.530
O 9.07435 3.19090 -31.93684  0.185
O 11.22812 3.63416 -32.58138  0.103
F 12.10485 5.00256 -29.95129  0.049
H 13.23816 2.98738 -31.99304  0.092
H 13.09786 4.64940 -32.08154  0.136
H 12.74284 3.13901 -29.90387  0.150
C 14.26649 -1.30186 -24.52177  -0.015
C 14.76156 -2.62202 -23.87689  -0.251
O 14.51127 -3.58410 -24.84766  0.157
C 14.39949 -2.95060 -26.03698  -0.580
O 14.33247 -3.53130 -27.08059  0.167
O 14.32095 -1.62519 -25.95010  0.052
F 13.77945 -2.76344 -22.88394  0.016
H 15.02302 -0.54395 -24.31647  0.117
H 13.26330 -0.96537 -24.28638  0.138
H 15.73626 -2.54965 -23.40143  0.171
C 15.47608 1.77239 -26.38253  -0.143
C 16.21718 3.12634 -26.41157  -0.163
C 15.69630 3.74889 -27.68790  -0.186
O 14.31061 3.39896 -27.65615  -0.134
C 14.18957 2.07942 -27.14924  -0.199
H 15.31240 1.57809 -25.31818  0.092
H 16.08388 0.93459 -26.71995  0.110
H 17.29597 2.96111 -26.41427  0.088
H 16.04225 3.79640 -25.57000  0.104
H 16.08444 3.32813 -28.62261  0.116
H 15.77141 4.83262 -27.75335  0.103
H 14.02077 1.30615 -27.91106  0.097
H 13.23815 1.99212 -26.61877  0.108
C 17.62573 8.49969 -28.51287  -0.131
C 16.82218 7.56291 -29.47125  -0.159
C 15.38061 7.66087 -29.01584  -0.186
O 15.36347 8.47441 -27.84064  -0.149
C 16.67164 8.58775 -27.29506  -0.195
H 17.82000 9.40366 -29.08402  0.106
H 18.57222 8.07716 -28.17279  0.089
H 17.22628 6.55634 -29.57189  0.095
H 16.84791 7.99159 -30.47707  0.095
H 15.05188 6.69182 -28.62471  0.103
H 14.64507 8.09535 -29.68922  0.123
H 16.78134 7.85027 -26.49790  0.113
H 16.83552 9.58161 -26.87308  0.113
C 11.62737 -0.39632 -28.66628  -0.174
C 10.49763 -1.06349 -29.37017  -0.186
C 9.34713 -0.85568 -28.39242  -0.189
O 9.94673 -0.83664 -27.09446  -0.154
C 11.38416 -0.66354 -27.13907  -0.141
H 11.52887 0.62367 -29.05484  0.104
H 12.57813 -0.71203 -29.10104  0.104
H 10.79760 -2.08630 -29.61104  0.118
H 10.27907 -0.57919 -30.32339  0.115
H 8.60358 -1.64038 -28.54385  0.115
H 8.81851 0.09684 -28.47033  0.120
H 11.84717 -1.57812 -26.76336  0.101
H 11.70763 0.11707 -26.44791  0.088
C 15.73284 0.64932 -32.09336  -0.147
C 14.99145 1.16586 -33.32328  -0.175
C 13.55622 0.75335 -33.06013  -0.182
O 13.45970 0.73599 -31.61698  -0.162
C 14.70899 0.97676 -30.98216  -0.196
H 16.70629 1.10351 -31.90891  0.109
H 15.88863 -0.42958 -32.14882  0.115
H 15.32634 0.72457 -34.26327  0.114
H 15.12158 2.24832 -33.40167  0.097
H 13.44081 -0.23963 -33.49931  0.121
H 12.85772 1.42667 -33.55701  0.114
H 14.88219 0.31694 -30.13403  0.118
H 14.78490 2.04199 -30.74937  0.089
C 10.60968 2.24413 -24.00371  -0.167
O 9.47127 3.02327 -23.68284  -0.117
H 10.52753 1.22295 -24.36966  0.070
H 11.25898 2.86010 -24.63376  0.070
H 11.17572 2.26444 -23.06584  0.075
H 8.62511 2.67923 -23.97325  0.074
C 19.58327 5.80780 -26.13088  -0.178
O 18.57959 5.16784 -26.88523  -0.114
H 20.57749 5.37521 -26.29284  0.079
H 19.74344 6.88900 -26.18380  0.072
H 19.40401 5.58756 -25.07570  0.078
H 18.95973 5.14777 -27.77079  0.086
C 19.72332 2.15692 -24.89305  -0.152
O 18.92389 2.64547 -23.82580  -0.126
H 20.72498 1.99259 -24.49833  0.081
H 19.33210 1.29086 -25.42331  0.079
H 19.90732 2.97701 -25.59407  0.054
H 17.97314 2.64113 -23.95212  0.050
C 16.71879 4.75812 -22.30985  -0.178
O 15.73266 5.56684 -21.69734  -0.109
H 16.51364 4.60639 -23.37158  0.059
H 17.72879 5.13371 -22.11742  0.081
H 16.79762 3.79101 -21.80796  0.079
H 15.90403 6.46430 -21.99540  0.075



# 4
DFT (ωB97M-V/def2-TZVPD) results for a 3-piece molecular cluster, C5H11N3O2 overall in a non-equilibrium geometry.

Properties
Energy above the lowest of the compared OMol25 structures with the same formula, charge and spin in kJ/mol: 977.68
HOMO-LUMO gap (spin up / spin down) in eV: 7.96 / 7.98
HOMO energy (spin up / spin down) in eV: -8.928 / -8.928
Molecular weight in g mol⁻¹: 145.2
LUMO energy (spin up / spin down) in eV: -0.97 / -0.95
Net charge: 0

Last column: Löwdin charge in e.
Atoms and positions in Å:
C -2.43776 2.02830 -0.85791  -0.238
C -1.61535 0.84539 -0.96288  -0.056
C -3.79328 2.34455 -0.37011  -0.019
C 4.63347 -2.48390 0.75439  -0.177
C -2.06476 -1.46424 -0.10141  0.163
N -0.52357 1.00448 -1.58523  0.053
N -1.63398 2.90224 -1.42168  -0.256
N 4.52121 -2.25480 2.24158  -0.079
O -1.86069 4.11177 -1.61342  0.002
O -0.47895 2.33969 -1.86607  0.034
H -3.76708 2.78600 0.66408  0.098
H -4.42591 1.47955 -0.26474  0.071
H -4.12400 3.32981 -0.85058  0.112
H 4.24192 -1.74909 0.05356  0.062
H 5.69387 -2.73427 0.44986  0.071
H 4.05469 -3.39802 0.72386  0.050
H -1.24532 -1.90251 -0.71701  0.029
H -2.09327 -1.49594 0.99569  0.016
H -3.03650 -1.23076 -0.55476  -0.010
H 4.99448 -3.01376 2.80622  0.085
H 4.96077 -1.44447 2.47658  -0.012



# 5
DFT (ωB97M-V/def2-TZVPD) results for one molecule with the formula C4H8O2 in a non-equilibrium geometry.

Properties
Energy above the lowest of the compared OMol25 structures with the same formula, charge and spin in kJ/mol: 205.34
HOMO-LUMO gap in eV: 10.41
HOMO energy in eV: -9.414
Structure (SMILES): C1COCCO1
Molecular weight in g mol⁻¹: 88.1
LUMO energy in eV: 0.99
Net charge: 0

Last column: Löwdin charge in e.
Atoms and positions in Å:
C 1.16423 -0.64587 0.31749  -0.221
C 1.12506 0.74197 -0.27476  -0.224
C -1.20551 0.64292 0.33979  -0.150
C -1.10831 -0.73737 -0.33720  -0.193
H 1.29004 -0.59740 1.44761  0.144
H 2.04189 -1.10760 -0.05020  0.109
H 1.99901 1.34969 -0.00899  0.132
H 1.23794 0.57367 -1.35740  0.125
H -1.21159 0.61059 1.43334  0.121
H -2.16787 1.12955 0.07233  0.130
H -1.91355 -1.38760 0.04971  0.129
H -1.18658 -0.61597 -1.47730  0.149
O -0.05493 1.41548 -0.04796  -0.131
O 0.06216 -1.41109 0.00033  -0.121



# 6
DFT (ωB97M-V/def2-TZVPD) results for a 5-piece molecular cluster, C16H32FIN5O4 overall in a non-equilibrium geometry.

Properties
HOMO-LUMO gap in eV: 7.01
HOMO energy in eV: -10.716
Molecular weight in g mol⁻¹: 504.4
LUMO energy in eV: -3.71
Net charge: +1

Last column: Löwdin charge in e.
Atoms and positions in Å:
N -8.20315 2.30357 3.47351  0.120
N -6.88467 2.05756 3.13189  -0.153
C -5.87338 3.05160 2.97175  0.023
N -4.58277 2.51530 2.64015  0.093
C -4.89873 1.10942 2.59631  -0.398
N -3.98262 0.17261 2.32436  -0.368
I -2.05954 0.83637 1.89603  1.007
N -6.28843 0.84536 2.87313  -0.007
C -6.93499 -0.51081 2.86738  -0.058
C -8.21612 -0.43985 1.90412  -0.165
F -8.68038 -1.71071 1.48275  -0.054
H -8.64735 2.96810 2.82981  0.127
H -8.17379 2.67292 4.43510  0.127
H -6.12141 4.14839 3.09934  0.157
H -4.18068 -0.83370 2.29323  0.080
H -6.24407 -1.30441 2.43396  0.135
H -7.17357 -0.79405 3.93768  0.143
H -7.92329 0.23475 1.02574  0.135
H -9.08435 0.09935 2.42366  0.117
C -1.22071 -1.92465 5.30550  -0.030
C 0.22658 -1.70659 4.94911  -0.507
O 0.59119 -0.69640 4.37996  0.035
C 1.20291 -2.78849 5.32547  -0.021
H -1.80799 -1.06523 4.97457  0.058
H -1.59607 -2.81979 4.80481  0.086
H -1.32629 -2.02511 6.38748  0.089
H 0.93480 -3.72172 4.82583  0.088
H 1.20483 -2.92729 6.40852  0.089
H 2.20550 -2.49702 5.00824  0.086
C 0.83017 -0.63792 -0.94897  -0.027
C -0.21828 -0.30004 -1.97681  -0.506
O -1.40509 -0.33517 -1.70442  0.013
C 0.25892 0.08147 -3.35089  -0.024
H 0.34339 -0.89444 -0.00533  0.056
H 1.41670 -1.49540 -1.28437  0.089
H 1.48103 0.22343 -0.78467  0.087
H 0.82020 -0.74360 -3.79267  0.068
H 0.88440 0.97464 -3.29259  0.091
H -0.60215 0.29808 -3.98550  0.088
C 4.61865 -1.05903 -4.83790  -0.021
C 3.57012 -0.72169 -5.86298  -0.490
O 2.38351 -0.75503 -5.59147  0.044
C 4.04560 -0.34063 -7.23963  -0.022
H 4.13284 -1.31428 -3.89403  0.081
H 5.20413 -1.91735 -5.17357  0.093
H 5.26929 -0.19932 -4.67452  0.059
H 4.60595 -1.16707 -7.68126  0.087
H 4.67171 0.55206 -7.18265  0.087
H 3.18354 -0.12389 -7.87316  0.083
C 7.13410 1.05489 -1.16725  -0.023
C 7.58085 1.08330 -2.60480  -0.491
O 7.09876 0.33246 -3.43111  0.051
C 8.64762 2.07726 -2.97927  -0.022
H 6.36320 0.29205 -1.04305  0.081
H 7.97838 0.80811 -0.52036  0.088
H 6.71584 2.02431 -0.88874  0.086
H 9.55893 1.87580 -2.41260  0.088
H 8.29637 3.09198 -2.78097  0.087
H 8.86985 1.98554 -4.04383  0.085



# 7
DFT (ωB97M-V/def2-TZVPD) results for C4H9BrO2Sb as an isolated structure.

Properties
HOMO-LUMO gap in eV: 7.74
HOMO energy in eV: -4.484
Molecular weight in g mol⁻¹: 290.8
LUMO energy in eV: 3.26
Net charge: -1

Last column: Löwdin charge in e.
Atoms and positions in Å:
O -1.86553 0.85896 -2.19516  -0.019
C -1.87321 -0.02182 -1.35648  -0.435
C -1.58514 0.09319 0.08172  -0.359
Sb 0.19125 -1.14654 0.77035  0.763
C 1.75443 0.32214 -0.09871  -0.408
C 1.35477 1.68372 -0.38578  -0.885
O 1.10354 2.27259 -1.37577  0.011
Br 1.14788 2.70306 1.35410  0.490
H -2.06272 -1.06977 -1.69419  0.096
H -2.38671 -0.41431 0.63628  0.036
H -1.49960 1.14210 0.39651  0.042
H 0.17581 -1.97259 -0.78686  -0.086
H 1.60341 -2.08165 1.27920  -0.119
H 0.21575 -0.19792 2.24318  -0.089
H -0.90618 -2.34089 1.47394  -0.123
H 2.12186 -0.12900 -1.03179  0.059
H 2.51040 0.29873 0.68949  0.027



# 8
DFT (ωB97M-V/def2-TZVPD) results for a 2-piece molecular cluster, CH7IN3 overall in a non-equilibrium geometry.

Properties
Energy above the lowest of the compared OMol25 structures with the same formula, charge and spin in kJ/mol: 88.12
HOMO-LUMO gap in eV: 9.44
HOMO energy in eV: -12.802
Molecular weight in g mol⁻¹: 188.0
LUMO energy in eV: -3.36
Net charge: +1

Last column: Löwdin charge in e.
Atoms and positions in Å:
C -0.88395 0.12693 0.33439  -0.476
N -0.57491 -0.71182 1.32610  0.244
N -0.10198 0.14143 -0.70504  0.222
N -1.94635 0.89359 0.48524  0.232
I 3.93533 -1.30162 -2.34460  0.454
H -1.06465 -0.79830 2.14287  0.110
H 0.19830 -1.24617 1.10730  0.108
H -0.31662 0.70555 -1.60259  0.209
H 0.75798 -0.20458 -0.41290  0.088
H -2.28138 1.11221 1.39058  0.130
H -2.37038 1.49853 -0.13927  0.112
H 4.64861 -0.21574 -1.58210  -0.434